Record 1
Density functional theory data (ωB97M-V/def2-TZVPD) for a cluster of 11 separate species, C22H44Cl22 in total.

Last column: Mulliken charge in e.
Cartesian coordinates (Å):
Cl  0.393  0.865  -2.412  -0.18
Cl  6.957  4.022  4.003  -0.18
Cl  6.093  2.957  -4.761  -0.18
Cl  3.471  4.337  -9.466  -0.17
Cl  -4.200  6.681  0.145  -0.16
Cl  0.404  3.575  -8.879  -0.18
Cl  0.994  -1.762  -0.287  -0.19
Cl  4.146  4.430  2.139  -0.19
Cl  0.549  0.566  6.171  -0.17
Cl  -9.033  2.931  0.382  -0.17
Cl  -4.460  -3.948  3.682  -0.16
Cl  7.043  -0.098  -3.731  -0.19
Cl  -1.679  -6.122  3.375  -0.21
Cl  -4.711  -4.511  -3.258  -0.18
Cl  3.838  -5.541  4.404  -0.19
Cl  6.173  -2.264  3.013  -0.20
Cl  1.408  3.233  8.112  -0.17
Cl  1.008  -7.626  -3.362  -0.21
Cl  -7.108  -2.391  -4.571  -0.18
Cl  -6.693  0.578  0.568  -0.19
Cl  -1.549  5.225  1.419  -0.16
Cl  0.219  -4.142  -5.690  -0.21
C  -0.754  -0.005  -1.341  -0.49
C  -3.340  -4.305  4.956  -0.36
C  -7.363  1.503  1.981  -0.45
C  5.355  -3.790  3.214  -0.53
C  1.736  2.377  -8.685  -0.38
C  -0.304  1.182  7.624  -0.42
C  -5.581  -2.928  -5.336  -0.37
C  -8.846  1.778  1.762  -0.41
C  0.675  1.705  8.622  -0.49
C  -5.268  -4.373  -4.949  -0.47
C  -2.672  7.469  0.252  -0.39
C  0.526  -6.640  -4.822  -0.36
C  4.301  3.453  3.622  -0.34
C  0.954  -5.243  -4.557  -0.45
C  2.734  2.761  -9.777  -0.48
C  -1.791  6.933  1.371  -0.46
C  -0.123  -0.436  0.033  -0.38
C  4.506  -3.936  4.426  -0.28
C  5.323  4.074  4.596  -0.45
C  -1.909  -4.570  4.440  -0.45
C  5.756  2.151  -3.225  -0.43
C  5.558  0.681  -3.319  -0.39
H  6.606  2.395  -2.588  0.34
H  0.121  1.939  9.531  0.29
H  0.470  0.365  0.475  0.31
H  0.919  -7.079  -5.739  0.32
H  3.542  2.031  -9.819  0.30
H  -9.270  2.232  2.657  0.29
H  5.388  3.670  5.606  0.31
H  -0.916  -0.843  0.661  0.27
H  -3.767  -5.058  5.618  0.32
H  5.079  5.107  4.844  0.31
H  -0.797  0.336  8.103  0.28
H  6.130  -4.555  3.185  0.33
H  3.675  -3.230  4.447  0.26
H  -4.751  -2.291  -5.032  0.30
H  4.780  0.405  -4.031  0.33
H  0.676  -4.968  -3.539  0.30
H  5.141  -3.762  5.295  0.29
H  -6.109  -5.062  -5.031  0.34
H  -2.125  7.220  -0.658  0.28
H  1.375  1.367  -8.875  0.26
H  -5.711  -2.828  -6.414  0.29
H  4.877  -3.857  2.237  0.32
H  2.137  2.369  -7.671  0.31
H  -1.190  -4.653  5.256  0.32
H  5.387  0.341  -2.298  0.25
H  -4.442  -4.790  -5.525  0.27
H  2.022  -5.029  -4.515  0.34
H  4.510  2.407  3.395  0.32
H  -3.336  -3.390  5.549  0.25
H  -6.864  2.471  2.023  0.30
H  1.447  1.003  8.940  0.35
H  2.285  2.729  -10.770  0.33
H  -2.860  8.531  0.404  0.30
H  -1.648  0.606  -1.225  0.34
H  -0.768  7.287  1.247  0.28
H  -2.198  7.286  2.319  0.32
H  4.781  2.429  -2.824  0.28
H  -1.122  -0.879  -1.878  0.32
H  -1.468  -3.737  3.891  0.30
H  -7.100  0.922  2.865  0.31
H  -9.392  0.864  1.526  0.31
H  -0.558  -6.657  -4.930  0.27
H  -0.993  1.983  7.357  0.33
H  3.303  3.536  4.050  0.22

The structure (SMILES) is ClCCCl.ClCCCl.ClCCCl.ClCCCl.ClCCCl.ClCCCl.ClCCCl.ClCCCl.ClCCCl.ClCCCl.ClCCCl. The HOMO energy comes out at -0.3867 hartree. The value obtained for the LUMO energy is -0.07 eV. For the max |F|, the calculation gives 0.041 Eh/bohr. Its relative energy (zero: lowest compared OMol25 entry of this formula, charge and spin) is 309.2 kJ/mol. The electronic energy comes out at -10988.83830 Ha.



Record 2
Density functional theory data (ωB97M-V/def2-TZVPD) for a structure of composition C22H44N2RuSi4Te.

Last column: Mulliken charge in e.
Cartesian coordinates (Å):
Te  -1.263  2.875  0.622  0.32
Ru  0.475  0.627  0.948  0.39
Si  -3.908  4.962  -0.443  0.18
Si  -3.602  2.629  -0.368  0.30
Si  -5.130  1.759  1.191  0.53
Si  -4.076  1.779  -2.516  0.36
N  0.802  0.125  -1.313  0.76
N  0.679  -1.720  0.614  0.24
C  1.352  -0.566  -4.027  -0.53
C  -3.422  5.683  1.234  -1.03
C  0.888  1.038  -2.287  -0.47
C  -1.365  0.127  1.887  -1.20
C  -6.874  2.375  0.852  -1.04
C  1.799  2.035  0.805  -1.65
C  -4.585  2.309  2.908  -1.16
C  -4.177  -0.097  -2.444  -1.04
C  0.571  -4.004  1.417  -0.94
C  0.939  -1.177  -1.691  0.71
C  -5.678  5.479  -0.831  -0.90
C  -5.724  2.485  -3.095  -0.98
C  1.178  0.764  -3.629  -0.82
C  1.410  0.322  2.908  -0.93
C  -2.760  5.627  -1.784  -0.95
C  -5.099  -0.119  1.081  -1.05
C  0.878  -3.564  -0.892  -0.56
C  -2.704  2.283  -3.695  -0.65
C  0.773  -4.515  0.128  -0.64
C  0.505  -2.618  1.598  -0.13
C  1.204  -1.534  -3.033  -0.85
C  0.827  -2.178  -0.647  0.47
H  -6.547  2.292  -2.395  0.25
H  0.709  2.065  -1.983  0.46
H  -2.647  3.367  -3.845  0.29
H  1.607  -0.700  2.630  0.24
H  -5.678  3.566  -3.280  0.27
H  -5.384  -0.520  2.064  0.41
H  -3.104  5.360  -2.793  0.25
H  -5.100  -0.449  -1.967  0.29
H  1.685  2.549  1.780  0.45
H  -3.498  2.281  3.053  0.28
H  1.340  -2.574  -3.310  0.32
H  -3.324  -0.536  -1.911  0.25
H  1.027  -3.930  -1.905  0.31
H  0.472  -4.662  2.282  0.42
H  -1.720  1.935  -3.353  -0.07
H  -5.693  6.579  -0.851  0.39
H  -3.375  6.777  1.124  0.38
H  -4.167  5.452  2.007  0.27
H  -1.087  -0.476  2.756  0.50
H  0.307  -2.239  2.592  0.35
H  0.524  0.462  3.520  0.24
H  -1.727  5.272  -1.668  0.30
H  1.729  2.591  -0.017  0.74
H  -4.112  -0.521  0.824  0.19
H  -1.810  -0.589  1.182  0.21
H  -7.545  1.829  1.533  0.39
H  -2.754  6.725  -1.708  0.38
H  -5.823  -0.479  0.338  0.36
H  -5.052  1.626  3.634  0.44
H  1.291  1.580  -4.350  0.45
H  -2.203  0.737  2.248  0.43
H  -6.393  5.149  -0.069  0.28
H  -6.991  3.446  1.055  0.28
H  1.600  -0.832  -5.083  0.44
H  2.298  1.010  3.134  0.57
H  2.642  1.278  0.928  0.45
H  -6.026  5.121  -1.807  0.24
H  -2.909  1.812  -4.668  0.42
H  0.856  -5.613  -0.051  0.44
H  -4.159  -0.471  -3.478  0.42
H  -5.970  1.993  -4.048  0.40
H  -7.207  2.179  -0.175  0.25
H  -2.443  5.339  1.596  0.33
H  -4.930  3.329  3.123  0.31

The HOMO energy (spin up / spin down) comes out at -0.4930 / -0.5044 hartree. Its net charge is +2. The value obtained for the LUMO energy (spin up / spin down) is -7.52 / -8.50 eV. For the max |F|, the calculation gives 0.102 Eh/bohr. As for the spin multiplicity: 5. The electronic energy comes out at -2494.44353 Ha. Its expectation value of S² is 6.051.



Record 3
Density functional theory data (ωB97M-V/def2-TZVPD) for a structure of composition C22H44N2Si4W.

Last column: Mulliken charge in e.
Cartesian coordinates (Å):
W  -1.175  0.053  -0.188  2.33
Si  1.975  1.028  2.648  -0.05
Si  -0.017  -1.722  3.443  0.49
Si  -1.284  1.623  3.927  0.43
Si  -0.300  0.291  2.168  -0.38
N  0.766  0.906  -1.103  -0.27
N  0.172  -1.659  -0.594  0.17
C  -2.984  0.910  -0.443  -1.51
C  -0.023  -2.983  -0.295  -0.22
C  2.971  0.335  -1.980  -0.40
C  2.393  -2.435  -1.270  -0.67
C  2.171  -3.748  -0.910  -0.83
C  2.123  2.872  2.252  -1.04
C  2.716  0.780  4.387  -0.95
C  -0.512  1.737  5.657  -1.06
C  1.716  -0.030  -1.450  0.79
C  -2.365  -1.616  0.037  -1.01
C  -2.986  0.823  4.077  -1.06
C  2.461  2.561  -1.731  -0.52
C  1.502  -2.687  2.854  -0.78
C  -1.481  3.451  3.458  -1.21
C  0.126  -1.638  5.333  -1.24
C  1.202  2.198  -1.296  -0.47
C  -1.567  -2.740  3.072  -1.46
C  3.229  0.140  1.532  -0.81
C  0.914  -3.997  -0.394  -1.10
C  -1.242  2.347  0.350  -2.45
C  1.434  -1.413  -1.136  0.80
C  3.407  1.628  -2.105  -0.95
H  2.708  3.608  -1.795  0.49
H  2.450  -2.188  3.093  0.32
H  -2.952  1.949  -0.819  0.48
H  0.913  -0.965  5.694  0.40
H  -1.000  -3.337  0.021  0.79
H  -1.711  -3.429  3.916  0.54
H  -0.488  0.784  6.195  0.32
H  1.494  -3.657  3.378  0.52
H  -3.579  0.667  0.472  0.42
H  0.620  -4.987  -0.063  0.45
H  -2.254  3.606  2.697  0.37
H  -2.947  -0.168  4.548  0.27
H  -3.604  1.477  4.714  0.44
H  3.181  3.152  2.390  0.45
H  3.299  0.616  0.546  0.14
H  -2.070  -2.095  0.980  -0.54
H  -1.455  -3.350  2.166  0.48
H  -2.059  2.817  0.923  0.66
H  -3.492  0.725  3.108  0.25
H  -0.354  2.806  0.796  0.41
H  -2.216  -2.152  -0.945  0.60
H  2.254  1.416  5.150  0.29
H  -3.491  0.191  -1.118  0.65
H  2.920  -4.526  -1.029  0.48
H  1.853  3.097  1.211  0.19
H  4.396  1.877  -2.465  0.49
H  2.677  -0.262  4.732  0.29
H  -3.480  -1.428  0.003  0.59
H  0.501  2.156  5.643  0.29
H  -2.478  -2.134  2.976  0.41
H  3.780  1.061  4.318  0.44
H  -1.346  2.905  -0.599  0.77
H  0.495  3.006  -1.127  0.56
H  0.370  -2.654  5.684  0.46
H  2.997  -0.921  1.374  0.10
H  -1.794  3.993  4.365  0.46
H  3.649  -0.441  -2.289  0.39
H  4.224  0.195  2.009  0.60
H  -0.553  3.912  3.099  0.32
H  1.520  3.506  2.918  0.27
H  -0.823  -1.344  5.799  0.37
H  1.476  -2.892  1.776  0.02
H  -1.144  2.432  6.235  0.46
H  3.380  -2.195  -1.653  0.25

The HOMO energy (spin up / spin down) comes out at -0.5117 / -0.5225 hartree. Its net charge is +2. The value obtained for the LUMO energy (spin up / spin down) is -7.81 / -9.34 eV. For the max |F|, the calculation gives 0.079 Eh/bohr. As for the spin multiplicity: 3. The electronic energy comes out at -2198.57115 Ha. Its expectation value of S² is 2.011.



Record 4
Density functional theory data (ωB97M-V/def2-TZVPD) for a structure of composition C22H44N3O2P3Ru.

Last column: Mulliken charge in e.
Cartesian coordinates (Å):
Ru  -0.859  -0.113  -0.045  -0.45
P  -2.251  1.305  1.169  1.11
P  -2.600  -1.576  -0.452  1.34
P  -1.146  0.935  -2.090  1.39
O  1.280  1.181  0.392  -0.30
O  0.415  -2.941  0.185  -0.53
N  0.109  -1.218  1.690  1.16
N  0.663  -3.392  2.415  0.21
N  0.804  0.610  2.965  -0.17
C  0.024  2.305  -2.410  -1.27
C  6.955  1.763  -1.048  -0.18
C  4.093  1.097  -2.431  -0.56
C  -4.234  -1.099  -1.143  -1.30
C  3.251  2.170  -0.444  -0.61
C  6.471  2.720  -0.238  -0.35
C  -2.211  -2.992  -1.560  -1.41
C  -3.057  -2.361  1.151  -1.04
C  0.654  -0.744  2.822  0.24
C  3.615  -0.133  -1.957  -0.50
C  0.394  -2.519  1.358  -0.41
C  2.798  -0.198  -0.836  -0.18
C  1.008  -1.593  3.884  -0.68
C  3.910  2.252  -1.663  -0.78
C  2.410  1.033  -0.222  0.25
C  -2.754  1.756  -2.489  -1.41
C  -1.584  3.019  1.045  -1.04
C  0.950  -2.937  3.662  -0.53
C  -4.056  1.492  0.872  -1.18
C  0.655  -4.823  2.155  -0.87
C  -0.935  -0.245  -3.481  -1.41
C  -2.276  0.938  2.967  -1.26
H  -4.277  1.814  -0.146  0.40
H  4.674  1.165  -3.360  0.56
H  -2.509  -3.307  1.283  0.29
H  2.393  -1.156  -0.489  0.36
H  -1.907  -0.620  -3.822  0.36
H  -4.487  2.231  1.560  0.51
H  -0.312  -1.097  -3.183  0.41
H  -0.501  2.954  0.845  0.04
H  1.018  1.887  -2.610  0.10
H  -3.230  2.169  -1.590  0.13
H  -4.570  0.541  1.048  0.36
H  -1.745  3.578  1.983  0.49
H  3.842  -1.069  -2.461  0.57
H  7.397  0.823  -0.695  0.31
H  -4.137  -2.567  1.157  0.55
H  7.022  1.920  -2.134  0.32
H  1.310  0.912  3.792  0.28
H  -4.238  -0.058  -1.476  0.13
H  -3.086  -3.653  -1.633  0.50
H  -0.308  2.901  -3.272  0.65
H  0.258  -0.304  -1.236  -0.21
H  3.209  2.948  0.316  0.57
H  1.334  -1.131  4.810  0.51
H  1.245  -5.068  1.274  0.33
H  1.111  1.096  2.104  0.07
H  1.065  -5.328  3.029  0.33
H  -2.982  1.594  3.498  0.52
H  -2.549  2.589  -3.179  0.53
H  -5.009  -1.236  -0.379  0.49
H  -1.351  -3.551  -1.170  0.27
H  -4.468  -1.743  -2.001  0.42
H  1.165  -3.707  4.400  0.39
H  4.380  3.173  -2.015  0.74
H  -2.822  -1.698  1.994  0.04
H  -2.072  3.556  0.217  0.34
H  0.078  2.955  -1.527  0.28
H  -0.363  -5.195  2.008  0.29
H  -1.965  -2.640  -2.570  0.36
H  6.508  2.673  0.856  0.30
H  -3.433  1.047  -2.983  0.40
H  -2.574  -0.103  3.134  0.26
H  -1.265  1.083  3.368  0.30
H  -0.432  0.276  -4.307  0.49
H  6.086  3.656  -0.664  0.34

The HOMO energy (spin up / spin down) comes out at -0.4828 / -0.6120 hartree. Its net charge is +3. The value obtained for the LUMO energy (spin up / spin down) is -8.41 / -13.27 eV. For the max |F|, the calculation gives 0.073 Eh/bohr. As for the spin multiplicity: 6. Its relative energy (zero: lowest compared OMol25 entry of this formula, charge and spin) is 206.2 kJ/mol. The electronic energy comes out at -2297.24333 Ha. Its expectation value of S² is 8.808.



Q: Which formula does entry 1 have?
A: C22H44Cl22



Q: Which of these has the highest electronic energy?
A: C22H44N2Si4W



Q: Among the records above, which one has the lowest max |F|?
A: C22H44Cl22